(1)
This record from OMol25 describes an isolated molecule of C3H4N2O2 in a non-equilibrium geometry. The level of theory is the ωB97M-V functional and the def2-TZVPD basis.

The geometry in ORCA input format:
```
! RIJCOSX wB97M-V def2-TZVPD def2/J DEFGRID3
* xyz 0 1
C 0.4627 -0.4028 0.3766
C 0.9299 -0.0164 -0.8331
C -0.2418 0.5842 -1.4167
H 2.0926 -0.8153 1.3439
H 1.9526 0.4437 -1.3827
H -0.4275 1.1400 -2.3691
H -2.3175 0.1966 1.5070
N -1.2680 0.5142 -0.5963
N -0.7898 0.0501 0.5159
O 1.1547 -1.0432 1.4178
O -1.5479 -0.6511 1.4367
*
```

The LUMO energy is 0.621 eV. The calculation puts the energy above the lowest of the compared OMol25 structures with the same formula, charge and spin at 5.599 eV. The HOMO energy is -9.25 eV. The HOMO-LUMO gap comes out at 0.3626 Ha. As for the calculated total energy: -10246.6658 eV. As for the SMILES: Oc1ccnn1O.


(2)
This record from OMol25 describes a structure of composition C6H14ClN2P in a non-equilibrium geometry. The level of theory is the ωB97M-V functional and the def2-TZVPD basis.

The geometry in ORCA input format:
```
! RIJCOSX wB97M-V def2-TZVPD def2/J DEFGRID3
* xyz 0 1
C 3.3706 -1.3003 2.1199
C 0.4728 0.4326 1.2226
C -0.0813 0.8701 -1.2934
C -0.6377 0.5933 0.2052
C -1.5611 1.8278 0.4976
C -1.5182 -0.6485 0.1531
N 1.4328 -0.5416 0.9756
N 0.8644 -0.1851 -1.4502
P 2.2720 -0.3914 -0.5538
Cl 3.0963 1.6079 -0.4401
H 4.0853 -1.1180 1.2785
H 3.6265 -0.3713 2.6122
H 0.8661 1.4592 1.4248
H -0.0385 0.1718 2.1275
H -0.8530 0.9120 -2.1105
H 0.4214 1.9377 -1.1455
H -0.9686 2.7263 0.5743
H -2.1839 1.7233 1.3960
H -2.2966 2.0122 -0.2701
H -1.0442 -1.5862 -0.0004
H -2.1604 -0.4818 -0.6788
H -2.3143 -0.7383 0.9343
H 2.2481 -1.2891 1.7041
H 1.0487 -0.3320 -2.4799
*
```

The LUMO energy (spin up / spin down) is -1.564 / -1.563 eV. The calculation puts the energy above the lowest of the compared OMol25 structures with the same formula, charge and spin at 3.971 eV. The HOMO energy (spin up / spin down) is -9.11 / -9.11 eV. The HOMO-LUMO gap (spin up / spin down) comes out at 0.2774 / 0.2774 Ha. As for the calculated total energy: -31236.1404 eV.


(3)
This record from OMol25 describes an isolated molecule of C18H25NO4. The level of theory is the ωB97M-V functional and the def2-TZVPD basis.

The geometry in ORCA input format:
```
! RIJCOSX wB97M-V def2-TZVPD def2/J DEFGRID3
* xyz 0 1
C -6.1985 -0.2250 -1.5880
C -6.2627 -0.0763 -0.0705
O -5.1191 -0.5973 0.5769
C -3.9490 0.0938 0.5502
C -2.8558 -0.5549 1.1287
C -1.6177 0.0467 1.1774
C -1.4267 1.3130 0.6294
C -2.5214 1.9707 0.0809
C -3.7687 1.3747 0.0372
H -4.5877 1.9253 -0.3974
H -2.3949 2.9647 -0.3233
N -0.1824 1.9670 0.6578
C 1.0519 1.5766 0.2314
O 1.9675 2.3751 0.2804
C 1.1954 0.1829 -0.3463
H 0.2092 -0.2766 -0.4099
C 1.8302 0.2891 -1.7527
H 2.0825 1.3286 -1.9599
C 3.1098 -0.5461 -1.7168
H 3.8869 -0.1237 -2.3495
H 2.9195 -1.5660 -2.0526
C 3.5178 -0.5630 -0.2412
C 4.2052 0.7438 0.1573
O 4.6173 0.9789 1.2629
O 4.4147 1.5772 -0.8626
H 4.7803 2.4088 -0.5238
C 4.5367 -1.6632 0.0684
H 5.4622 -1.4604 -0.4678
H 4.1707 -2.6366 -0.2438
H 4.7598 -1.6821 1.1319
C 2.1490 -0.7176 0.4930
C 2.1945 -0.3388 1.9729
H 2.4672 0.7001 2.1223
H 1.2257 -0.5115 2.4381
H 2.9304 -0.9510 2.4882
C 1.6428 -2.1635 0.4079
H 2.2718 -2.8255 0.9966
H 1.6120 -2.5235 -0.6162
H 0.6337 -2.2222 0.8112
H 1.1407 -0.0560 -2.5228
H -0.2228 2.9566 0.8749
H -0.7971 -0.4579 1.6604
H -3.0098 -1.5358 1.5498
H -7.0899 -0.6722 0.3251
H -6.4268 0.9704 0.2139
H -6.0693 -1.2722 -1.8495
H -5.3634 0.3365 -1.9998
H -7.1216 0.1385 -2.0309
*
```

The LUMO energy is 0.718 eV. The calculation puts the energy above the lowest of the compared OMol25 structures with the same formula, charge and spin at 0.686 eV. The HOMO energy is -8.30 eV. The HOMO-LUMO gap comes out at 0.3312 Ha. As for the calculated total energy: -28753.0542 eV. As for the SMILES: CCOc1ccc(NC(=O)[C@H]2CC[C@@](C)(C(=O)O)C2(C)C)cc1.


Question: What is the calculated total energy in the second record?
Answer: -31236.1404 eV


Question: Among the records above, which one has the lowest calculated total energy?
Answer: C6H14ClN2P